Model a:
The ion C5H15N2S with charge +1. Source: OMol25; level of theory: ωB97M-V/def2-TZVPD.

The calculation puts the HOMO-LUMO gap at 0.3496 Eh. The charge is +1. Its spin multiplicity is 1. Its SMILES is CN(C)C[C@@H]([NH3+])CS.

Geometry (Å):
C -0.2038 -2.5896 -0.0255
N 0.2740 -1.2954 -0.2638
C 1.4757 -1.2475 -1.1052
C -0.7805 -0.2419 -0.6062
C -0.6779 1.0721 0.2588
N -0.3972 0.5222 1.7328
C 0.2195 2.1470 -0.1967
S 0.1387 3.6252 1.0318
H 0.6320 -3.3380 0.1276
H -0.7807 -3.2346 -0.7571
H -0.8563 -2.5557 0.8290
H 1.7824 -2.1122 -1.8227
H 2.3865 -1.3016 -0.2972
H 1.5676 -0.3116 -1.7484
H -0.7786 0.0461 -1.6790
H -1.8432 -0.6709 -0.8421
H -1.7273 1.4696 0.1085
H 0.4275 1.1693 2.1655
H -1.2012 0.5992 2.4331
H -0.0330 -0.3535 1.4580
H 1.3536 1.8477 -0.2492
H 0.1085 2.5834 -1.2086
H -1.0863 4.1705 0.6567

natural (NBO) atomic charge list, values in e, 2 entries: -0.426 -0.514


Model b:
A cluster of 2 separate species, C5H15N2S in total. Source: OMol25; level of theory: ωB97M-V/def2-TZVPD.

The calculation puts the HOMO-LUMO gap at 0.1677 Eh. The charge is +1. Its spin multiplicity is 1.

Geometry (Å):
N 0.8234 -0.6940 -1.9110
C 0.2447 0.6581 -1.3977
C -1.2331 0.3210 -1.0387
S -1.4025 -1.1526 -0.1504
C 1.1444 1.2330 -0.2634
N 1.3934 0.6303 1.0505
C 1.8598 -0.7285 1.0214
C 0.2496 0.8542 2.0237
H 0.1475 -1.4201 -1.6098
H 0.8231 -0.6240 -2.8851
H -5.2494 -2.6322 0.0343
H 0.1137 1.4407 -2.1672
H -1.7547 1.1144 -0.4190
H -1.9388 0.5420 -1.8968
H -4.7772 -2.7576 0.4875
H 1.1223 2.3588 -0.0755
H 2.1488 1.3788 -0.7226
H 1.0492 -1.3654 0.6411
H 2.1046 -1.0892 2.0208
H 2.7045 -0.8203 0.2244
H 0.8412 0.8260 2.9876
H -0.4718 0.0046 1.7773
H 0.0574 1.9222 2.2684

natural (NBO) atomic charge list, values in e, 2 entries: -0.832 -0.082


It turns out model a is the most stable, with the second structure 469.1 kJ/mol higher.


Model a:
A cluster of 2 separate species, C3H10N2O2 in total. Source: OMol25; level of theory: ωB97M-V/def2-TZVPD.

The calculation puts the HOMO-LUMO gap at 0.3572 Eh. The charge is 0. Its spin multiplicity is 1. Its SMILES is C/C=[NH+]\[O-].CNO.

Geometry (Å):
C 0.9503 2.8428 0.2559
C 1.4174 1.5100 -0.0194
N 0.7305 0.5574 0.5633
O -0.3327 0.9556 1.2600
H -0.1266 2.3595 0.8435
H 1.3102 3.2554 1.1966
H 1.0574 3.5391 -0.5696
H 2.1669 1.2270 -0.7456
H 0.6780 -0.4231 0.2340
C -0.9901 -2.1835 -1.2094
N -0.4681 -1.9538 0.1354
O -1.5530 -1.5423 0.9853
H -1.8471 -2.8639 -1.2162
H -0.1861 -2.6004 -1.8196
H -1.2969 -1.2268 -1.6329
H -0.1712 -2.8434 0.5315
H -1.3390 -0.6097 1.2071

natural (NBO) atomic charge list, values in e, 2 entries: -0.812 0.100


Model b:
A cluster of 2 separate species, C3H10N2O2 in total. Source: OMol25; level of theory: ωB97M-V/def2-TZVPD.

The calculation puts the HOMO-LUMO gap at 0.3603 Eh. The charge is 0. Its spin multiplicity is 1. Its SMILES is NCCNC=O.O.

Geometry (Å):
N 1.6181 -1.8082 1.1624
C 1.1614 -0.7801 0.2174
C -0.2952 -1.0818 -0.1653
N -1.0248 0.1226 -0.5103
C -0.7765 0.8480 -1.6581
O -0.0836 1.8426 -1.7567
H 2.5066 -1.6677 1.6194
H 1.6566 -2.7265 0.7347
H 1.1661 0.0811 0.8898
H 1.7933 -0.6405 -0.6626
H -0.8184 -1.3842 0.7389
H -0.2536 -1.8399 -0.9478
H -1.3965 0.6839 0.2557
H -0.7511 0.2102 -2.5686
O -1.6470 2.3789 0.9992
H -0.7710 2.7183 1.2053
H -2.0842 3.0435 0.4466

natural (NBO) atomic charge list, values in e, 2 entries: -0.851 -0.230


It turns out model b is the most stable, with the second structure 357.2 kJ/mol higher.


Model a:
A cluster of 2 separate species, C3H10N2O2 in total. Source: OMol25; level of theory: ωB97M-V/def2-TZVPD.

The calculation puts the HOMO-LUMO gap at 0.3785 Eh. The charge is 0. Its spin multiplicity is 1. Its SMILES is CCNC(N)=O.O.

Geometry (Å):
C 1.8143 -1.1668 0.3346
C 1.0376 -0.5332 -0.8028
N 0.1076 0.4372 -0.2870
C -1.1192 0.8629 -0.6483
N -1.7618 0.0858 -1.6178
O -1.8118 1.5811 0.0756
H 2.6296 -1.7125 -0.1566
H 1.2630 -1.8196 1.0091
H 2.3296 -0.4841 1.0227
H 1.6978 -0.0735 -1.5523
H 0.4480 -1.1981 -1.4618
H 0.4162 0.8723 0.5791
H -2.7671 0.1259 -1.5308
H -1.3546 -0.1597 -2.4944
O -0.6413 1.2016 2.4495
H -0.9617 0.9748 3.3104
H -1.3261 1.0058 1.7708

natural (NBO) atomic charge list, values in e, 2 entries: -0.625 -0.211


Model b:
A structure of composition C3H10N2O2. Source: OMol25; level of theory: ωB97M-V/def2-TZVPD.

The calculation puts the HOMO-LUMO gap at 0.2737 Eh. The charge is 0. Its spin multiplicity is 1.

Geometry (Å):
C 2.6429 -0.3972 -0.1283
C 0.7306 0.0680 0.3185
N 0.2713 0.4471 -0.9696
O 3.0721 -1.5979 0.3941
H 2.6858 -2.3258 -0.1102
H -0.3125 -0.2623 -1.3964
H 0.2495 1.4524 -1.0893
H 2.7212 -0.3742 -1.2166
H 3.1948 0.4284 0.3061
H 0.5646 -0.9669 0.5908
H 1.1328 0.8199 0.9842
C -3.6471 0.5458 -0.0583
O -1.3265 0.5737 0.9077
N -2.9505 -0.0870 0.7543
H -1.0117 -0.0495 1.5816
H -3.3198 1.4247 -0.6317
H -4.6974 0.3007 -0.2369

natural (NBO) atomic charge list, values in e, 2 entries: -0.095 -0.242


Model c:
A cluster of 2 separate species, C3H10N2O2 in total. Source: OMol25; level of theory: ωB97M-V/def2-TZVPD.

The calculation puts the HOMO-LUMO gap at 0.1394 Eh. The charge is 0. Its spin multiplicity is 1.

Geometry (Å):
N -2.9482 -0.6848 -0.2298
C -1.5091 -0.8803 0.2471
C -0.6246 0.1370 -0.3394
N 0.8283 -0.0286 -0.6100
C 1.5154 -0.8626 0.4788
O -0.8423 1.5386 0.1340
H -3.2820 -1.5717 -0.6880
H -2.8009 0.0003 -0.9068
H -1.0163 0.3686 -1.3739
H -1.5857 -0.9718 1.3067
H 1.3635 0.8394 -0.8586
H 0.9335 -1.7383 0.6714
H 2.4970 -1.0829 0.3531
H 1.4477 -0.2137 1.4380
H -0.0291 1.7237 0.6352
H 3.3972 1.6256 -0.4229
O 2.6556 1.8013 0.1651

natural (NBO) atomic charge list, values in e, 2 entries: -0.720 0.193


Model d:
A cluster of 2 separate species, C3H10N2O2 in total. Source: OMol25; level of theory: ωB97M-V/def2-TZVPD.

The calculation puts the HOMO-LUMO gap at 0.3663 Eh. The charge is 0. Its spin multiplicity is 1. Its SMILES is C[C@@H](N)C(N)=O.O.

Geometry (Å):
C 0.0933 -1.9900 -0.6400
C 0.9593 -0.8119 -0.2084
N 1.0949 0.1515 -1.3526
C -0.1759 -0.1287 0.7481
N 0.2022 0.2453 1.9867
O -1.1024 0.4007 0.1248
H -0.7395 -1.7756 -1.2961
H -0.4434 -2.5528 0.0693
H 0.7774 -2.8280 -1.1070
H 1.8343 -1.1343 0.3497
H 1.1837 1.1095 -0.9397
H 0.3550 0.2432 -2.0216
H -0.3756 0.8755 2.6493
H 1.0649 -0.1767 2.5225
O -1.7754 2.9824 -0.0865
H -1.3652 3.3194 -0.7961
H -1.5874 2.0706 -0.0023

natural (NBO) atomic charge list, values in e, 2 entries: -0.633 -0.118


It turns out model a is the most stable, with the second structure 151.0 kJ/mol higher.


Model a:
A structure of composition C3H10N2O2. Source: OMol25; level of theory: ωB97M-V/def2-TZVPD.

The calculation puts the HOMO-LUMO gap at 0.3104 Eh. The charge is 0. Its spin multiplicity is 1.

Geometry (Å):
C -0.2555 1.4420 0.7319
C 0.5434 0.4344 -0.0740
O 2.4756 -0.9252 -0.2077
O 0.9162 0.9052 -1.3444
N 1.6246 -0.1386 0.6704
H 3.0141 -0.2720 -0.6760
H 0.1903 1.4138 -1.7201
H 0.3758 2.3070 0.9236
H -0.5419 1.0257 1.6955
H -1.1735 1.7182 0.2109
C -1.6747 -1.1214 -0.0947
N -0.2412 -0.8878 -0.1555
H 0.2345 -1.4744 -0.8383
H 0.6517 -0.8341 1.1900
H -1.8479 -2.1585 0.2028
H -2.1003 -0.9929 -1.0932
H -2.1912 -0.4414 0.5786

natural (NBO) atomic charge list, values in e, 2 entries: -0.656 0.493


Model b:
A cluster of 2 separate species, C3H10N2O2 in total. Source: OMol25; level of theory: ωB97M-V/def2-TZVPD.

The calculation puts the HOMO-LUMO gap at 0.3670 Eh. The charge is 0. Its spin multiplicity is 1. Its SMILES is C[C@@H](N)C(N)=O.O.

Geometry (Å):
C 1.0923 2.0020 -0.0355
C 1.2374 0.6170 -0.6687
N 2.4701 -0.0428 -0.2379
C 0.0868 -0.3065 -0.3137
N 0.1226 -1.5562 -0.8656
O -0.8066 0.0161 0.4447
H 0.6817 1.9039 0.9695
H 0.4288 2.5864 -0.6607
H 2.0798 2.4264 0.0516
H 1.2880 0.6952 -1.7531
H 2.9037 -0.5275 -1.0059
H 3.0620 0.5647 0.2950
H -0.7401 -2.0693 -0.8599
H 0.9322 -1.9876 -1.2663
O -3.6964 -0.6705 1.3620
H -3.4065 -0.8045 2.2730
H -2.9919 -1.0961 0.8582

natural (NBO) atomic charge list, values in e, 2 entries: -0.612 -0.141


It turns out model b is the most stable, with the second structure 418.4 kJ/mol higher.


Model a:
The molecule C3H5NO4. Source: OMol25; level of theory: ωB97M-V/def2-TZVPD.

The calculation puts the HOMO-LUMO gap at 0.3638 Eh. The charge is 0. Its spin multiplicity is 1. Its SMILES is NC(C(=O)O)C(=O)O.

Geometry (Å):
N 0.0152 -1.1505 0.4765
C -0.0685 0.2800 0.4729
C -1.3137 0.8257 -0.2028
O -1.1723 2.1379 -0.3331
O -2.2620 -0.1711 -0.6528
C 1.3768 0.6484 -0.2363
O 1.8207 1.6385 0.3103
O 2.2116 -0.2383 -0.9445
H -0.6934 -1.5147 1.1638
H 1.0124 -1.5554 0.3507
H -0.2556 0.9846 1.3859
H -2.0707 -1.1096 -0.1421
H 1.3993 -0.7754 -1.6485

natural (NBO) atomic charge list, values in e, 2 entries: -0.910 -0.248


Model b:
The molecule C3H5NO4. Source: OMol25; level of theory: ωB97M-V/def2-TZVPD.

The calculation puts the HOMO-LUMO gap at 0.4010 Eh. The charge is 0. Its spin multiplicity is 1. Its SMILES is O=[N+]([O-])[C@H](O)[C@H]1CO1.

Geometry (Å):
O 1.5422 -0.3846 -1.6077
N 1.5110 -0.2021 -0.4315
O 2.1334 -0.6345 0.4331
C 0.4643 0.8463 0.0493
O 0.9207 1.4241 1.1511
C -0.9044 0.2045 0.3732
C -1.5362 -0.9164 -0.4001
O -1.0253 -1.0516 0.9332
H 0.3563 1.4960 -1.0594
H 1.5349 0.7566 1.5380
H -1.4922 1.0242 0.6602
H -2.5616 -1.1137 -0.4439
H -0.9431 -1.4488 -1.1955

natural (NBO) atomic charge list, values in e, 2 entries: -0.374 0.549


It turns out model a is the most stable, with the second structure 155.4 kJ/mol higher.


Model a:
The molecule C3H5NO4. Source: OMol25; level of theory: ωB97M-V/def2-TZVPD.

The calculation puts the HOMO-LUMO gap at 0.3865 Eh. The charge is 0. Its spin multiplicity is 1. Its SMILES is NC(C(=O)O)C(=O)O.

Geometry (Å):
N 0.2035 1.8356 0.3603
C 0.0909 0.3783 0.4002
C -1.1870 -0.1543 -0.1243
O -2.1028 0.5468 -0.4949
O -1.2815 -1.4837 -0.0207
C 1.3700 -0.2218 -0.1869
O 2.3090 0.3776 -0.6497
O 1.4664 -1.5967 0.1702
H 0.9639 2.0894 -0.1872
H -0.5902 2.1035 -0.1518
H 0.0828 0.0217 1.4649
H -1.9555 -1.9251 -0.5210
H 0.6305 -1.9714 -0.0591

natural (NBO) atomic charge list, values in e, 2 entries: -0.791 -0.292


Model b:
A structure of composition C3H5NO4. Source: OMol25; level of theory: ωB97M-V/def2-TZVPD.

The calculation puts the HOMO-LUMO gap at 0.3905 Eh. The charge is 0. Its spin multiplicity is 1.

Geometry (Å):
C 1.0505 -0.3070 0.6561
C 0.2488 0.4462 -0.3496
C -1.3791 0.2576 -0.2080
H 1.8285 -1.1531 -1.0859
H 3.0745 -1.2406 0.7116
H 0.3264 1.5878 -0.0413
H -0.3452 0.7278 -2.2263
H -0.7219 0.0335 1.4922
N 2.0473 -1.0444 -0.0376
O 0.9041 -0.4354 1.8654
O 0.5543 0.1830 -1.7182
O -1.6521 0.1495 1.1232
O -2.0582 0.7247 -1.1676

natural (NBO) atomic charge list, values in e, 2 entries: 0.624 -0.125


It turns out model a is the most stable, with the second structure 243.6 kJ/mol higher.